Record 1
{
  "formula": "C69H162N10O17",
  "method": "wB97M-V/def2-TZVPD",
  "relative_energy_ev": 0.000,
  "mol_weight_g_mol": 1404.1,
  "total_energy_ha": -4552.27631,
  "gap_ev": 8.3549,
  "homo_energy_ha": -0.28386,
  "smiles": "CC1(C)CCCC(C)(C)N1O.CC1(C)CCCC(C)(C)N1O.CC1(C)CCCC(C)(C)N1O.COCCNCCOC.COCCNCCOC.COCCNCCOC.COCCNCCOC.COCCNCCOC.COCCNCCOC.COCCNCCOC",
  "symbols": ["C", "C", "C", "C", "C", "C", "C", "C", "C", "N", "O", "H", "H", "H", "H", "H", "H", "H", "H", "H", "H", "H", "H", "H", "H", "H", "H", "H", "H", "H", "C", "C", "C", "C", "C", "C", "C", "C", "C", "N", "O", "H", "H", "H", "H", "H", "H", "H", "H", "H", "H", "H", "H", "H", "H", "H", "H", "H", "H", "H", "C", "C", "C", "C", "C", "C", "C", "C", "C", "N", "O", "H", "H", "H", "H", "H", "H", "H", "H", "H", "H", "H", "H", "H", "H", "H", "H", "H", "H", "H", "C", "O", "C", "C", "N", "C", "C", "O", "C", "H", "H", "H", "H", "H", "H", "H", "H", "H", "H", "H", "H", "H", "H", "H", "C", "O", "C", "C", "N", "C", "C", "O", "C", "H", "H", "H", "H", "H", "H", "H", "H", "H", "H", "H", "H", "H", "H", "H", "C", "O", "C", "C", "N", "C", "C", "O", "C", "H", "H", "H", "H", "H", "H", "H", "H", "H", "H", "H", "H", "H", "H", "H", "C", "O", "C", "C", "N", "C", "C", "O", "C", "H", "H", "H", "H", "H", "H", "H", "H", "H", "H", "H", "H", "H", "H", "H", "C", "O", "C", "C", "N", "C", "C", "O", "C", "H", "H", "H", "H", "H", "H", "H", "H", "H", "H", "H", "H", "H", "H", "H", "C", "O", "C", "C", "N", "C", "C", "O", "C", "H", "H", "H", "H", "H", "H", "H", "H", "H", "H", "H", "H", "H", "H", "H", "C", "O", "C", "C", "N", "C", "C", "O", "C", "H", "H", "H", "H", "H", "H", "H", "H", "H", "H", "H", "H", "H", "H", "H"],
  "coordinates": [[4.3376, -0.8695, 2.7012], [5.0637, -0.8817, 1.3466], [5.1507, 0.5587, 0.7888], [6.4231, -1.4645, 1.5509], [7.2171, -1.7319, 0.2727], [6.4137, -2.7344, -0.5175], [5.0077, -2.2250, -0.8994], [5.1333, -1.2793, -2.1205], [4.1647, -3.4157, -1.4041], [4.3022, -1.7830, 0.3618], [3.0833, -1.1127, 0.0030], [3.2473, -0.6773, 2.6796], [4.5829, -1.7757, 3.2289], [4.8259, -0.1260, 3.3137], [4.1934, 0.9957, 0.4972], [5.6451, 1.2332, 1.4453], [5.8345, 0.5637, -0.0827], [6.9524, -0.7908, 2.2508], [6.2759, -2.3473, 2.2073], [7.2400, -0.8661, -0.4236], [8.1823, -2.0899, 0.5479], [6.3734, -3.7099, 0.0879], [6.9299, -3.0127, -1.4431], [4.1245, -0.9706, -2.4878], [5.6289, -1.8622, -2.9237], [5.6621, -0.3412, -1.9466], [4.2482, -4.1456, -0.6293], [4.4693, -3.8568, -2.3571], [3.1237, -3.1111, -1.4745], [2.3862, -1.3158, 0.6444], [-3.3518, 1.9386, -4.5136], [-4.1628, 0.9849, -5.4269], [-5.3273, 1.8176, -5.9828], [-3.2922, 0.4981, -6.6064], [-3.9098, -0.7324, -7.2931], [-4.2817, -1.8675, -6.2868], [-5.1850, -1.4182, -5.1434], [-6.6300, -1.2745, -5.6889], [-5.0839, -2.4636, -3.9710], [-4.5344, -0.1705, -4.5286], [-5.2585, 0.2838, -3.4301], [-4.0310, 2.5605, -3.9419], [-2.7521, 1.2967, -3.8814], [-2.6720, 2.5301, -5.1067], [-6.0010, 2.2175, -5.2667], [-4.9316, 2.6670, -6.5869], [-5.9070, 1.2869, -6.7378], [-3.2504, 1.2899, -7.3390], [-2.2588, 0.1574, -6.3982], [-4.7969, -0.4472, -7.8761], [-3.2285, -1.1302, -8.0131], [-3.3686, -2.3451, -5.8882], [-4.7770, -2.6619, -6.8624], [-7.1118, -2.2088, -5.9201], [-6.6402, -0.7879, -6.7058], [-7.1753, -0.7480, -4.8972], [-4.0644, -2.4576, -3.4883], [-5.3980, -3.4940, -4.1724], [-5.7706, -2.1563, -3.2203], [-6.1771, 0.5116, -3.6922], [0.5305, 2.5201, -7.7173], [0.4313, 4.0579, -7.5447], [1.8253, 4.6772, -7.9132], [-0.6926, 4.3799, -8.4426], [-1.3141, 5.7354, -8.2520], [-1.7192, 5.9774, -6.8134], [-0.5548, 5.7009, -5.8083], [0.5834, 6.7988, -5.7379], [-1.1739, 5.5244, -4.3870], [0.0720, 4.3352, -6.1438], [1.0769, 3.9812, -5.2364], [1.3681, 2.1296, -7.1204], [0.7699, 2.2834, -8.7629], [-0.4476, 2.0476, -7.4069], [2.4701, 4.7311, -7.0320], [1.6798, 5.7315, -8.2873], [2.3590, 4.1341, -8.7252], [-0.3494, 4.2952, -9.4561], [-1.4828, 3.6108, -8.3874], [-2.2417, 5.9109, -8.8440], [-0.6922, 6.5624, -8.5908], [-2.4942, 5.2130, -6.5874], [-2.0226, 7.0033, -6.6201], [1.4616, 6.3194, -5.3796], [0.6992, 7.1356, -6.7372], [0.2944, 7.5678, -5.0059], [-1.7767, 4.6072, -4.3646], [-0.4002, 5.5339, -3.6296], [-1.8363, 6.3468, -4.1187], [0.7830, 3.1649, -4.7569], [0.1158, -2.3066, -6.3693], [-0.4135, -3.3929, -5.6087], [-0.4892, -3.1214, -4.2345], [-1.3993, -4.1309, -3.5763], [-1.6905, -3.8928, -2.1772], [-2.5843, -4.8509, -1.5239], [-2.8494, -4.4607, -0.0999], [-3.2905, -3.1182, 0.0565], [-3.3545, -2.8193, 1.4175], [-0.4310, -1.3559, -6.2112], [-0.1513, -2.5236, -7.4003], [1.1848, -2.1438, -6.3572], [-0.8903, -2.0997, -4.1002], [0.5187, -3.0241, -3.6928], [-0.9492, -5.1139, -3.6400], [-2.3454, -4.2490, -4.1494], [-2.0430, -2.9616, -2.0804], [-2.1603, -5.8482, -1.5424], [-3.5991, -5.0169, -2.0449], [-2.0289, -4.6791, 0.5571], [-3.6503, -5.0953, 0.2544], [-2.3911, -2.9078, 1.9116], [-4.0315, -3.5830, 1.8839], [-3.8307, -1.8641, 1.4808], [0.6525, -4.4649, 7.0197], [1.1925, -3.2031, 7.3684], [2.5113, -3.0082, 6.8393], [3.0824, -1.6112, 7.0236], [4.4631, -1.5918, 6.5979], [4.9911, -0.2211, 6.4668], [4.8616, 0.6162, 7.7553], [5.4815, -0.0837, 8.7875], [5.5915, 0.5965, 9.9830], [0.4583, -4.4537, 5.9537], [-0.2912, -4.5251, 7.5465], [1.3770, -5.2013, 7.3689], [2.5335, -3.4506, 5.8216], [3.2158, -3.7134, 7.3366], [3.0252, -1.3409, 8.1028], [2.5479, -0.9538, 6.3505], [4.9398, -2.1284, 7.3138], [4.3593, 0.2121, 5.6428], [6.0318, -0.2325, 6.2105], [3.7869, 0.8363, 8.0390], [5.2399, 1.6027, 7.4833], [4.5960, 0.9958, 10.3410], [6.2988, 1.4239, 9.8923], [5.9753, -0.1444, 10.6432], [-0.3258, -1.1438, 4.8359], [-1.0060, 0.0462, 4.4417], [-0.0907, 1.0606, 4.0608], [-0.7917, 2.3962, 3.8659], [-1.6170, 2.3315, 2.7283], [-1.9502, 3.6812, 2.2962], [-2.4245, 3.6993, 0.9051], [-1.4182, 3.4166, -0.0921], [-2.0266, 3.6366, -1.3698], [-1.0460, -1.9318, 4.5974], [0.0100, -1.2130, 5.8919], [0.5516, -1.2853, 4.2148], [0.3573, 0.7429, 3.1073], [0.7192, 1.1587, 4.8624], [-0.1224, 3.1694, 3.6508], [-1.2346, 2.6791, 4.7912], [-2.3956, 1.6738, 2.7007], [-1.0688, 4.3288, 2.4414], [-2.7871, 4.1125, 2.9053], [-2.8095, 4.6919, 0.6754], [-3.2503, 3.0184, 0.8589], [-1.2560, 3.4489, -2.1687], [-2.3542, 4.6956, -1.4054], [-2.8723, 2.9318, -1.4701], [6.1290, 2.9204, 4.3115], [4.8117, 2.7426, 3.8324], [4.4887, 3.8739, 3.0477], [3.0316, 3.7254, 2.4943], [2.9354, 4.7029, 1.4381], [1.5435, 4.9699, 1.0732], [1.5439, 5.7266, -0.2265], [2.4427, 5.0879, -1.1163], [3.5565, 5.8617, -1.5803], [6.3671, 1.9493, 4.8551], [6.2452, 3.7504, 5.0396], [6.9580, 2.9720, 3.5562], [5.2376, 3.9452, 2.2164], [4.5788, 4.8112, 3.6516], [2.3187, 3.8982, 3.3559], [2.7181, 2.7136, 2.1991], [3.3557, 4.1823, 0.6406], [1.0037, 5.5199, 1.8247], [0.9032, 4.0780, 0.9517], [1.8194, 6.7921, -0.0815], [0.5093, 5.7537, -0.6376], [4.1908, 6.2273, -0.7201], [3.2316, 6.7111, -2.1512], [4.1693, 5.1965, -2.1589], [-0.1326, 0.4177, -4.0157], [0.6291, 1.6186, -3.8973], [1.7762, 1.4999, -3.1386], [1.4894, 1.4967, -1.6291], [0.7245, 0.3611, -1.1504], [0.0649, 0.6615, 0.1532], [-0.4605, -0.5315, 0.8217], [0.5900, -1.2308, 1.4642], [0.4240, -2.5969, 1.7353], [-0.8593, 0.3220, -3.1958], [0.5087, -0.4424, -4.0756], [-0.6988, 0.4384, -4.9704], [2.4160, 2.3645, -3.2131], [2.2100, 0.5343, -3.3639], [0.9121, 2.3985, -1.3355], [2.4464, 1.5470, -1.0728], [1.4291, -0.3677, -1.0831], [-0.7845, 1.2743, -0.0124], [0.7651, 1.1708, 0.8210], [-0.9255, -1.2325, 0.0590], [-1.2519, -0.2645, 1.5411], [-0.3798, -2.8225, 2.4585], [1.4253, -2.9387, 2.1113], [0.2523, -3.1523, 0.7907], [-4.2399, -4.8877, 5.1054], [-3.4706, -5.6414, 4.1515], [-2.1058, -5.3389, 4.2762], [-1.3950, -6.2266, 3.2458], [-0.0670, -5.6598, 2.9019], [0.9403, -6.6045, 2.4770], [2.3035, -5.9033, 2.2762], [2.9288, -5.5152, 3.5243], [4.1948, -4.8528, 3.5144], [-5.1048, -5.5637, 5.4112], [-4.6233, -4.0261, 4.5594], [-3.6452, -4.5522, 5.9882], [-1.7403, -5.5419, 5.2112], [-1.8931, -4.2588, 4.0813], [-2.0564, -6.3060, 2.3373], [-1.3002, -7.2971, 3.6031], [0.3029, -5.0814, 3.6397], [0.6376, -6.9645, 1.4664], [1.0358, -7.4202, 3.1393], [2.2012, -5.0219, 1.6114], [3.0776, -6.6213, 1.8523], [4.6326, -4.7395, 4.5101], [3.9496, -3.8564, 3.1479], [4.9800, -5.3689, 2.9020], [-7.0310, -1.7306, 6.2648], [-6.2412, -0.6742, 5.6849], [-4.9213, -0.7170, 6.0309], [-4.1685, 0.2326, 5.1474], [-4.3138, 0.0233, 3.6938], [-5.2858, 0.8315, 2.9034], [-5.3604, 0.3791, 1.5090], [-4.0392, 0.6390, 0.9900], [-3.8360, 0.2718, -0.2974], [-6.7960, -2.7203, 5.8622], [-8.0779, -1.5885, 6.0164], [-6.9458, -1.7718, 7.3594], [-4.5055, -1.7233, 5.8772], [-4.6966, -0.6182, 7.0873], [-3.1516, 0.0387, 5.4935], [-4.3908, 1.2518, 5.4435], [-3.3810, -0.0852, 3.3504], [-5.0032, 1.8748, 2.8228], [-6.2165, 0.7176, 3.4375], [-6.1300, 0.8815, 0.9325], [-5.5399, -0.6682, 1.4010], [-2.8171, 0.4513, -0.6356], [-4.4905, 0.8478, -1.0483], [-3.9218, -0.8216, -0.3862]],
  "forces_ev_per_angstrom": [[0.1, 0.0, -0.4], [-1.7, 0.7, -1.4], [0.6, -0.6, -1.2], [0.8, 0.3, 1.2], [-1.7, 0.5, -0.3], [0.0, -2.0, 0.6], [-0.3, -0.4, -0.2], [-0.8, 0.4, -0.1], [0.0, 0.4, 0.3], [0.5, 0.4, 0.6], [0.6, 0.2, -0.6], [0.6, -0.1, -0.1], [-0.5, -0.7, 0.1], [-0.1, 0.7, 0.1], [0.0, -0.3, 0.1], [0.2, 0.5, 1.1], [-0.6, 0.0, 0.1], [0.0, 0.1, -0.5], [0.3, -0.2, -0.9], [0.6, 0.0, 1.0], [0.9, -0.2, -0.2], [-0.3, 1.2, -0.7], [-0.1, 0.1, 0.0], [0.6, -0.4, 0.3], [-0.2, 0.5, 0.4], [0.2, -0.2, 0.0], [-0.2, -0.8, 0.4], [0.2, 0.3, 0.1], [-0.1, 0.0, -0.1], [0.1, -0.3, 0.3], [-0.2, -0.9, -0.5], [0.3, 0.4, 0.8], [0.5, -0.2, -2.0], [-0.4, -1.5, -0.1], [-1.0, -0.1, 0.8], [0.8, 0.2, -0.7], [1.0, -0.6, 0.5], [0.9, 1.0, -0.2], [0.5, 0.3, -0.2], [-0.3, -0.7, -2.0], [-0.8, 0.3, 0.4], [0.1, 0.1, 0.2], [0.1, 0.1, 0.4], [0.1, 0.5, -0.3], [-0.5, 0.3, 0.9], [0.0, -0.3, 0.7], [-0.2, -0.3, 0.2], [0.3, 0.4, -0.1], [-0.4, 0.7, 0.7], [0.0, 0.0, 0.2], [0.6, -0.3, -0.5], [-0.1, 0.4, 0.0], [-0.1, 0.1, 0.2], [0.0, -0.7, 0.5], [0.0, 0.2, 1.4], [-0.6, 0.1, -0.6], [-1.0, 0.0, -0.8], [0.3, 0.2, -0.7], [-0.5, 0.4, 0.9], [0.6, -0.1, -0.1], [0.2, -0.3, 0.8], [2.0, -1.5, 1.1], [-0.6, 1.1, -0.9], [-1.6, 0.9, -1.0], [-1.1, 1.5, -0.3], [1.3, -1.2, 0.9], [1.0, -1.0, 1.0], [-2.4, -0.9, 0.5], [0.0, 0.1, -0.8], [-2.3, 0.5, -0.2], [0.4, 0.0, 0.2], [-0.4, -0.1, 0.0], [-0.3, 0.0, 0.2], [1.1, 0.3, -0.3], [-0.2, -0.2, -0.1], [0.2, -0.9, 0.4], [-0.5, 0.2, 0.5], [0.4, 0.0, -0.7], [0.2, 0.3, 0.4], [0.5, -0.6, 0.0], [0.6, -0.1, 0.0], [0.1, 0.8, 0.2], [-0.5, 0.0, -0.1], [0.8, -0.4, 0.2], [0.5, 0.9, -0.7], [0.1, 0.1, -0.6], [0.3, 0.1, 0.1], [0.2, -0.4, 0.2], [-0.1, 0.3, -0.3], [-0.2, 0.6, -0.7], [-1.5, 0.0, -0.9], [0.8, 0.5, -0.2], [0.6, 1.3, 1.2], [-0.8, -1.1, -0.1], [0.4, -0.2, 0.2], [-1.0, 0.6, -1.3], [-0.8, 0.0, 0.0], [0.9, -0.5, -1.0], [-1.3, -1.3, 0.3], [0.4, -0.4, 0.6], [0.2, -0.3, -0.2], [0.4, -0.2, 0.6], [-0.3, -0.2, 0.0], [-0.9, -0.6, -0.8], [0.4, -0.3, -0.1], [0.3, 0.4, -0.1], [-0.4, 0.5, 0.4], [0.4, -0.2, 0.1], [1.1, 0.6, 0.3], [1.0, 0.2, 0.3], [-0.5, -0.5, 0.2], [0.2, 0.3, 0.1], [0.4, 0.6, 0.1], [0.2, 0.6, 0.5], [0.5, 1.2, 0.6], [0.6, 1.2, 0.1], [0.3, -2.0, 0.2], [-0.5, -0.4, 0.0], [0.5, -0.3, -0.1], [-2.0, -0.3, 0.5], [-1.7, 0.2, -0.9], [0.2, -0.3, -1.1], [-0.8, 0.9, 0.3], [0.1, -0.6, -0.4], [-0.1, -0.3, 0.1], [-0.3, -0.6, -0.4], [0.0, 1.0, -0.1], [-0.3, 0.2, 0.3], [-0.6, 0.1, -0.7], [-0.4, 0.6, 0.3], [0.6, 0.3, -0.2], [0.9, 0.1, 0.7], [0.5, -0.2, -0.4], [0.8, -0.4, -0.3], [0.7, 0.2, 0.6], [0.9, -0.4, -0.2], [0.0, 0.2, 0.1], [0.2, -0.2, 1.0], [-0.5, -0.1, -0.3], [0.2, 0.2, 0.5], [1.3, 0.3, 0.8], [0.1, -2.6, 0.4], [-0.5, 0.8, -1.3], [-0.3, -0.3, 0.9], [0.5, 0.8, -1.2], [-0.9, 0.2, 0.4], [0.9, -0.2, 0.0], [0.2, -0.2, 0.4], [-0.5, 0.4, -0.4], [0.3, -0.1, -0.3], [0.2, 0.2, 0.2], [-0.8, -0.1, -0.9], [1.7, 0.9, -0.1], [-1.0, 0.3, 1.1], [0.2, 0.4, 0.3], [-0.3, -0.2, -0.1], [0.5, 0.0, -0.2], [-0.2, 0.3, 0.0], [-0.6, -0.7, -0.5], [-0.8, 0.1, 0.8], [-0.1, -0.5, -0.3], [0.2, 0.4, -0.3], [1.0, -2.2, 1.3], [1.0, 0.8, 0.0], [-0.8, -0.4, -0.6], [0.4, 0.4, 2.1], [-0.6, -0.9, -0.5], [0.0, -0.6, -0.5], [-0.4, 1.0, -0.4], [0.2, 0.1, -0.6], [0.0, -0.1, 1.9], [-0.3, 1.2, -0.4], [-0.3, -0.2, -0.5], [-1.0, 0.3, 0.0], [-0.7, 0.0, 0.3], [-0.2, -0.5, -0.4], [0.7, 0.4, -0.8], [0.7, -0.2, -0.2], [-0.5, 1.0, 0.4], [0.2, 0.6, 0.6], [0.5, -0.3, -0.1], [0.2, -0.5, 0.0], [0.6, -0.2, 0.0], [-0.7, -0.3, -0.6], [-0.2, 0.4, -0.5], [0.1, -0.2, -0.5], [-1.0, 0.7, -0.6], [-1.1, 0.3, -1.0], [-0.2, -0.6, 2.6], [-0.5, 0.7, 0.7], [-0.3, -0.2, 0.1], [1.5, -0.4, -1.1], [-1.1, -2.2, -0.3], [0.8, 0.4, 0.4], [0.7, -0.7, -0.4], [0.4, -0.1, -0.2], [0.5, -0.4, 0.3], [0.4, 0.4, 0.5], [0.4, 0.2, -1.0], [0.9, -0.1, -0.3], [0.4, -0.1, -0.4], [0.0, 0.2, -0.3], [-0.4, -0.4, 0.5], [-0.4, 1.0, -0.3], [0.0, 0.3, 0.2], [0.3, 0.7, 0.6], [0.2, 0.0, 0.0], [0.4, 0.1, -0.2], [-1.0, 0.2, 0.0], [-0.2, 0.1, 0.4], [-0.8, -1.1, -0.2], [-0.1, 0.4, 1.2], [-0.3, 0.2, -3.4], [0.5, -0.4, -0.6], [-0.9, 0.1, 0.0], [0.5, 1.6, -1.6], [2.0, -0.5, 0.1], [-0.8, -0.6, 1.0], [-0.5, 0.0, -1.1], [1.1, 1.0, -0.2], [-0.2, 0.3, 0.3], [-0.4, -0.4, -0.6], [0.8, -0.6, 2.7], [-0.2, -0.5, -0.2], [0.7, 0.3, 0.7], [-0.1, 1.0, 0.0], [0.0, 0.0, 0.3], [0.3, -0.1, 0.6], [0.2, -1.2, 0.9], [0.0, -0.4, 0.2], [-1.2, 0.6, -0.2], [-0.6, -0.3, 0.1], [0.8, 0.2, -0.3], [-0.8, 0.3, 0.1], [0.2, 0.3, -0.2], [-2.5, -0.9, 0.6], [1.0, -1.3, -0.7], [0.2, 0.2, 0.2], [-0.3, -0.4, 0.9], [1.1, -0.6, 1.8], [1.3, -0.2, -1.1], [-0.4, 1.1, 1.9], [-0.5, -0.4, -2.9], [0.5, 0.1, -0.1], [0.0, 0.5, -0.1], [0.2, 0.2, -0.1], [-0.1, -0.3, -0.6], [-0.3, 0.9, 0.6], [0.4, 0.4, -0.7], [-0.2, 0.5, 0.0], [0.2, 0.3, -0.9], [0.0, 0.6, 0.4], [-0.5, 0.2, 0.0], [-0.1, 0.5, -0.2], [-0.3, -1.0, 0.1], [0.3, 0.4, 0.4], [0.5, -1.0, 1.0], [-0.5, 0.1, -0.5]]
}


Record 2
{
  "formula": "H3IO4P2S",
  "method": "wB97M-V/def2-TZVPD",
  "mol_weight_g_mol": 287.9,
  "total_energy_ha": -1681.42120,
  "gap_ev": 7.7990,
  "homo_energy_ha": -0.35689,
  "symbols": ["O", "P", "O", "O", "I", "O", "P", "S", "H", "H", "H"],
  "coordinates": [[1.2055, 0.5447, 2.2801], [0.3978, 0.4517, 1.0382], [-0.8099, -0.6369, 1.2611], [-0.2688, 1.9447, 0.6812], [-2.0861, 2.0381, 1.6205], [1.3832, 0.0664, -0.2420], [0.5634, -0.6607, -1.5523], [0.3844, -2.5841, -1.2606], [-1.3407, -0.7814, 0.4734], [1.2699, -0.3864, -2.7437], [-0.6985, 0.0039, -1.5561]],
  "forces_ev_per_angstrom": [[-1.1, -0.3, -1.8], [1.7, 0.9, 3.0], [1.7, 1.3, -0.9], [-0.6, -2.6, 0.1], [0.4, 0.8, -0.4], [-2.8, 0.2, -0.9], [0.4, -2.0, 1.3], [0.0, 1.2, -0.4], [-0.4, -0.4, -0.2], [-0.1, 0.7, 0.5], [0.7, 0.3, -0.3]]
}